# C21H31BeClCsFI2LiMgN5O16S3

C21H31BeClCsFI2LiMgN5O16S3 as an isolated structure (ωB97M-V/def2-TZVPD, the Open Molecules 2025 dataset).

Values from the calculation:
LUMO energy in eV: -6.6
HOMO-LUMO gap in eV: 1.41
Largest force on an atom in hartree/bohr: 0.23438

```
! wB97M-V def2-TZVPD RIJCOSX def2/J DEFGRID3
* xyz 0 1
H 6.493 -1.545 3.961
F -0.495 6.720 5.844
I -4.067 -3.125 -4.368
Cs 4.605 4.585 4.745
H 3.973 -3.291 2.463
Li 1.205 5.928 3.884
O -4.834 5.417 -3.435
C 1.466 1.712 -0.774
N 6.654 -2.678 2.244
O 8.038 3.133 8.768
H -3.818 3.830 0.196
I -1.940 -3.755 -1.453
C -5.048 0.247 -2.841
C 0.915 -0.684 -1.328
H -3.217 -1.425 0.177
O -1.442 -5.781 3.450
H -3.810 -5.657 -2.636
H 2.888 -0.649 0.406
O 7.088 4.864 8.336
C 0.783 -1.322 -2.865
H -0.126 -0.296 -0.961
Cl -1.695 -5.480 2.054
H 0.998 -2.496 -2.838
N 1.958 0.413 -1.373
C -3.305 0.989 -0.231
C 7.931 4.328 9.065
C 3.938 -1.362 -1.497
H -5.666 1.063 -5.320
O 3.316 5.602 3.575
O -2.511 1.429 0.941
H -5.635 -5.194 -2.497
H -1.982 5.068 -1.773
C -3.499 3.590 -0.929
H -1.162 3.321 -3.216
C 4.612 -4.007 1.939
C -4.162 -3.723 -1.329
Mg -5.895 1.521 -0.642
C -3.634 -0.612 -0.566
C 6.546 -2.600 3.681
C 3.161 -0.153 -0.644
O -2.883 -4.655 1.946
O -0.561 -4.769 1.499
H 4.072 -1.039 -2.617
O 2.790 5.469 1.461
Be -6.595 -3.312 -5.967
H -1.285 1.876 -1.937
N -1.584 0.509 1.284
C -4.841 -2.605 -2.342
H -6.019 -2.753 -2.288
S 1.556 1.868 0.949
H -4.552 -3.652 -0.224
N -5.295 5.166 -4.560
H 4.033 -4.458 1.128
H 7.441 -2.224 1.793
C 3.305 5.030 2.496
C -1.046 3.012 -2.077
S -6.095 0.064 -4.398
H -4.683 -6.027 -1.008
O -1.897 -6.715 1.323
O 6.048 -3.276 0.165
H 3.337 -2.382 -1.476
H -5.020 2.683 -3.063
C -1.943 4.038 -1.169
C -4.632 -5.227 -1.887
H 5.666 -3.120 4.062
H 5.004 -1.603 -1.032
C -4.513 -1.044 -1.922
H 7.445 -3.043 4.115
H 4.933 -4.801 2.618
O 3.808 3.923 2.271
H -0.288 -1.084 -3.300
H 1.651 -0.844 -3.504
H -1.458 4.321 -0.124
O 8.562 4.894 9.945
O -5.158 5.984 -5.485
O -1.232 0.657 2.447
H 3.992 0.664 -0.419
S 0.805 3.199 -1.701
N -3.793 2.124 -1.156
C 5.812 -3.303 1.371
H -4.189 4.244 -1.631
O -5.894 4.096 -4.761
C -4.647 1.790 -2.398
H 1.223 -1.598 -0.642
*
```

# C20H49GeN4PdSi3

C20H49GeN4PdSi3 as an isolated structure (ωB97M-V/def2-TZVPD, the Open Molecules 2025 dataset).

Values from the calculation:
LUMO energy (alpha / beta) in eV: -12.6 / -13.0
Relative energy (zero: lowest compared OMol25 entry of this formula, charge and spin) in kcal per mole: 0.00
HOMO-LUMO gap (alpha / beta) in eV: 6.18 / 5.82
Largest force on an atom in hartree/bohr: 0.01137

```
! wB97M-V def2-TZVPD RIJCOSX def2/J DEFGRID3
* xyz 4 2
Si -2.203 0.500 0.603
C 4.222 -2.031 0.916
H -0.867 2.734 -6.097
H 3.125 3.633 -1.443
H -0.294 -4.191 -1.191
H -4.122 4.651 -5.983
H -4.396 4.162 -4.327
H 4.433 -1.099 1.439
H -2.226 2.534 -0.847
H 0.977 -4.537 2.216
C 1.092 -0.139 3.734
Si 1.737 2.584 0.185
H 1.297 0.758 5.637
H 2.729 -4.385 0.767
C -0.989 -1.591 4.712
H -1.059 -2.416 2.767
H -2.770 4.716 -4.857
H -1.623 0.671 3.040
C 0.295 -4.382 1.382
N 0.471 -1.019 2.897
H 0.903 4.829 0.198
H -0.989 -2.824 -0.302
H 3.297 1.905 -1.693
N -0.689 -0.564 6.859
H -4.058 -0.996 1.030
H 2.852 -0.508 -1.751
H 3.824 0.175 -0.417
C 2.838 2.509 1.674
H -4.336 0.251 -6.099
H 1.855 2.756 -2.279
H 4.539 -1.014 -1.519
H -5.293 1.623 -6.666
H -0.202 0.057 7.487
H -2.994 1.662 2.547
C 2.941 -3.038 -0.904
C 2.575 2.684 -1.463
H -1.374 2.240 2.237
H -0.652 -3.994 1.740
H -2.859 1.094 -1.685
Ge 0.272 0.456 0.275
C -2.822 1.629 -0.734
H 2.267 2.499 2.604
C -4.657 1.260 -5.844
H -1.433 -1.117 7.258
C 2.160 -4.042 -0.097
H 2.413 -2.762 -1.816
H 0.101 -5.344 0.900
H 0.342 -2.557 -1.448
H -3.154 -1.558 -0.372
H -3.842 1.934 -0.482
C -3.654 4.140 -5.127
C -0.564 -1.719 3.424
N 3.164 -1.800 -0.110
Pd 1.548 -1.416 1.187
H 1.941 -4.926 -0.703
H -0.337 3.796 -0.485
C 0.740 0.054 5.034
C -0.067 -3.238 -0.705
H -0.113 3.893 1.279
C 0.398 3.863 0.318
H 3.552 1.684 1.666
H 5.141 -2.373 0.434
N 0.890 -3.452 0.398
H -1.759 2.066 -7.463
H 1.931 0.408 3.320
H 3.427 3.433 1.681
C -0.329 -0.694 5.593
H 3.913 -2.789 1.636
C -1.649 2.027 -6.368
C -3.049 -1.143 0.631
C 3.620 -0.716 -1.006
H -1.356 1.002 -6.140
H -1.813 -2.199 5.059
C -1.986 1.336 2.258
H 3.904 -3.458 -1.204
H -5.299 1.252 -4.961
Si -3.291 2.453 -5.704
H -2.559 -1.880 1.265
*
```

# C33H45N4S2ScSi

C33H45N4S2ScSi as an isolated structure (ωB97M-V/def2-TZVPD, the Open Molecules 2025 dataset).

Values from the calculation:
LUMO energy in eV: -6.0
Relative energy (zero: lowest compared OMol25 entry of this formula, charge and spin) in kcal per mole: 17.76
HOMO-LUMO gap in eV: 7.69
Largest force on an atom in hartree/bohr: 0.01287

```
! wB97M-V def2-TZVPD RIJCOSX def2/J DEFGRID3
* xyz 2 1
C -1.304 -3.153 2.371
H -1.856 -2.533 3.068
H -0.544 5.487 0.286
H 0.064 6.279 2.396
Sc -0.362 -0.504 0.006
H -5.911 -2.562 2.504
C 2.642 -1.902 1.194
N 0.740 -0.259 -4.795
H -1.973 -3.388 1.548
C -1.686 2.543 -0.834
C -0.016 -2.511 1.905
H 3.374 4.961 0.077
H -4.843 -2.200 0.303
C 2.151 -1.542 2.455
C -1.621 -0.380 -5.558
C -5.060 -1.898 2.424
C -3.480 -0.395 3.439
H -2.002 0.447 2.112
H 2.009 2.560 3.450
C -2.864 -0.215 2.211
C 2.313 -2.781 -1.139
H -1.298 -3.384 -0.628
C 0.393 3.597 0.666
H -1.980 0.034 -4.630
C -0.264 -0.601 -5.757
H 1.534 -2.752 -1.896
H -0.160 4.915 3.494
H -1.068 -4.090 2.882
H 4.301 -0.817 0.339
H 3.278 3.778 3.579
H 1.774 0.416 -1.849
C 0.284 2.238 0.350
N -0.770 1.708 -0.321
H -2.356 4.548 -1.121
H -0.350 -1.745 -8.936
C 3.046 -0.871 3.458
S 1.498 1.018 0.687
C 2.755 5.536 0.768
H -0.554 -4.659 0.330
C 0.191 -1.087 -6.978
C -2.516 -0.667 -6.576
H 2.491 -0.158 4.065
H 1.616 0.010 -5.224
S -0.557 -0.950 -2.563
C -4.578 -1.239 3.545
H 3.095 -2.084 -1.428
H -2.486 2.101 -1.420
H 3.316 2.605 2.265
C 0.446 -2.788 0.589
H 2.157 6.236 0.182
C -0.711 -1.370 -7.988
C -1.612 3.904 -0.677
C 4.105 -1.755 0.868
H 4.444 -2.580 0.246
H 1.111 -2.025 4.928
H 0.372 -0.511 4.430
Si 1.668 4.441 1.840
H 3.421 6.123 1.403
H 2.548 0.672 -3.366
C 0.722 -0.254 -3.469
C 0.588 5.505 2.961
N 1.795 0.249 -2.844
H -3.571 -0.482 -6.423
H 2.748 -3.784 -1.142
C 2.657 3.222 2.873
H -2.979 0.292 -0.498
C -4.462 -1.703 1.187
C -2.067 -1.163 -7.791
H 1.251 -1.246 -7.136
C -0.586 4.419 0.110
H -0.579 -1.999 4.462
H -2.771 -1.375 -8.584
C -0.340 -3.772 -0.267
H 3.858 -0.330 2.981
H 3.481 -1.612 4.134
N -2.688 -0.630 -0.179
C 0.831 -1.858 2.817
H 4.712 -1.765 1.767
H -3.040 -1.270 -0.887
H 1.204 6.012 3.705
C 1.774 -2.443 0.232
C 0.396 -1.585 4.232
H -5.051 -1.387 4.506
H -3.106 0.118 4.315
H 0.230 -4.092 -1.132
C -3.360 -0.870 1.091
*
```

# C23H18BrI2N4O3Pb

C23H18BrI2N4O3Pb as an isolated structure (ωB97M-V/def2-TZVPD, the Open Molecules 2025 dataset).

Values from the calculation:
LUMO energy (alpha / beta) in eV: -4.4 / -7.2
Relative energy (zero: lowest compared OMol25 entry of this formula, charge and spin) in kcal per mole: 54.82
HOMO-LUMO gap (alpha / beta) in eV: 5.52 / 2.71
Largest force on an atom in hartree/bohr: 0.06703

```
! wB97M-V def2-TZVPD RIJCOSX def2/J DEFGRID3
* xyz 1 1
H 4.254 -1.666 4.071
I 2.159 -9.069 2.817
C -5.423 -3.094 -4.114
C 3.087 -3.434 2.812
C -4.704 -1.982 -3.669
C 2.333 0.114 1.928
C 1.915 4.577 0.837
H -3.569 -5.567 -2.592
N -2.072 -0.836 -1.191
O 0.995 -0.104 1.569
H -0.779 6.238 -1.382
H 4.568 2.504 2.998
C 4.102 1.527 2.873
C 0.009 4.347 -0.611
C -0.068 5.751 -0.748
H 4.238 -3.353 2.924
H -6.355 -3.020 -4.606
C 0.922 3.803 0.232
O 2.418 -2.221 2.339
C -2.505 1.196 -1.937
C -1.875 0.501 -0.961
N -3.323 0.299 -2.617
Pb -0.886 -3.055 -0.239
N 2.710 3.793 1.647
H 2.716 -4.227 2.143
C 2.980 -1.034 2.497
C -3.916 -4.597 -2.928
C 2.983 1.355 2.069
C 4.000 -0.830 3.426
C -2.992 -0.955 -2.188
C 4.545 0.417 3.585
H 0.630 0.803 1.414
C 2.308 2.546 1.462
C -4.978 -4.411 -3.789
H 2.659 -3.733 3.779
H 0.696 7.582 0.073
H -3.752 0.449 -3.573
C -3.654 -2.116 -2.699
I 0.607 -5.610 0.406
H -2.541 2.276 -2.160
H -5.047 -1.000 -3.961
O -2.060 -3.776 -1.834
H 2.657 6.513 1.290
H 1.092 1.742 -0.026
N 1.075 2.473 0.717
H -0.814 3.689 -0.963
C 0.820 6.530 0.040
Br 5.848 0.663 4.893
C -3.180 -3.471 -2.441
H -5.489 -5.215 -4.263
C 1.824 5.951 0.836
H -1.166 0.741 -0.183
*
```

# C4H8OS

One molecule with the formula C4H8OS (ωB97M-V/def2-TZVPD, the Open Molecules 2025 dataset).

Values from the calculation:
LUMO energy in eV: 0.0
Relative energy (zero: lowest compared OMol25 entry of this formula, charge and spin) in kcal per mole: 57.43
HOMO-LUMO gap in eV: 9.15
Largest force on an atom in hartree/bohr: 0.11404

```
! wB97M-V def2-TZVPD RIJCOSX def2/J DEFGRID3
* xyz 0 1
C 1.296 0.395 -1.340
H -0.204 2.183 0.393
H 0.692 0.760 -2.141
C 0.672 0.219 0.172
O 3.167 0.452 -2.888
H -0.363 -1.336 1.087
H 1.123 -1.860 0.141
C 0.214 -1.180 0.203
H -1.197 1.158 -0.787
H 1.416 0.606 0.954
C -0.616 1.204 0.188
H -1.400 0.807 0.920
S 2.936 0.248 -1.523
H -0.256 -1.326 -0.778
*
```

# C7H8ClN2O2S

An isolated ion of composition C7H8ClN2O2S and charge +1 (ωB97M-V/def2-TZVPD, the Open Molecules 2025 dataset).

Values from the calculation:
LUMO energy in eV: -7.4
Relative energy (zero: lowest compared OMol25 entry of this formula, charge and spin) in kcal per mole: 35.02
HOMO-LUMO gap in eV: 6.98
Largest force on an atom in hartree/bohr: 0.08803

```
! wB97M-V def2-TZVPD RIJCOSX def2/J DEFGRID3
* xyz 1 1
H 0.946 -2.428 1.889
C 1.312 -1.788 2.738
C 1.407 0.675 0.206
C 2.012 -0.541 2.123
C -2.595 2.040 -4.367
H 2.062 -2.320 3.250
H -3.113 2.479 -3.468
N -1.648 1.053 -1.707
C -1.070 0.784 -0.572
O 0.981 -0.093 1.183
H -2.857 2.535 -5.389
N 0.620 1.348 -2.024
O 2.442 1.288 0.160
H 1.942 0.315 2.853
S -0.832 2.088 -4.048
C 0.421 0.919 -0.834
H 0.612 -1.532 3.411
H -3.008 1.095 -4.543
Cl -2.005 0.238 0.726
H 2.937 -0.849 1.684
C -0.673 1.450 -2.554
*
```

The evaluated total energy for the records listed, in turn: -132989.7108; -111087.5480; -91153.2076; -127728.9029; -17157.9598; -37811.8407 eV.